# 1
The following is a quantum chemistry calculation of a single C16H24N2O4 molecule, from the Open Molecules 2025 dataset.

As for the structure (SMILES): COCCCNC(=O)c1cccc(C(=O)NCCCOC)c1. The total energy is -1034.56626 hartree. The calculation puts the energy above the lowest of the compared OMol25 structures with the same formula, charge and spin at 39.13 kcal/mol. The calculation puts the HOMO energy at -9.32 eV. As for the spin multiplicity: 1. The orbital gap comes out at 9.99 eV.

Geometry as XYZ:
```
46
Properties=species:S:1:pos:R:3:forces:R:3
C 3.590 -0.697 -2.520 -0.06 -0.10 -0.11
O 4.331 -0.251 -1.414 0.11 0.18 0.15
C 5.020 -1.300 -0.762 0.27 -0.09 0.07
C 5.620 -0.772 0.538 -0.48 -0.12 -0.13
C 4.572 -0.683 1.653 0.31 -0.16 -0.03
N 3.449 0.142 1.280 0.12 0.22 0.18
C 2.278 -0.387 0.857 0.07 0.31 0.13
O 2.012 -1.572 0.931 -0.13 -0.28 -0.05
C 1.302 0.622 0.341 -0.23 0.04 -0.20
C 1.693 1.634 -0.530 -0.04 -0.05 0.08
C 0.755 2.528 -1.016 0.01 0.09 -0.06
C -0.574 2.422 -0.642 -0.04 -0.09 0.02
C -0.975 1.407 0.221 0.32 -0.01 0.08
C -2.392 1.265 0.674 0.01 0.21 -0.22
O -2.688 0.965 1.813 0.02 -0.21 0.23
N -3.314 1.519 -0.288 -0.04 0.08 -0.27
C -4.728 1.320 -0.067 -0.31 -0.12 0.01
C -5.238 0.019 -0.688 0.25 -0.18 0.28
C -4.592 -1.206 -0.048 -0.04 0.15 -0.03
O -5.134 -2.361 -0.650 -0.13 0.21 -0.14
C -4.614 -3.549 -0.114 0.05 -0.04 0.04
C -0.032 0.511 0.709 0.00 0.02 -0.01
H 3.127 0.181 -2.967 -0.03 -0.05 -0.07
H 4.236 -1.185 -3.260 -0.03 0.02 -0.02
H 2.809 -1.403 -2.211 0.00 0.01 -0.03
H 5.814 -1.681 -1.423 -0.11 0.02 0.05
H 4.326 -2.126 -0.548 0.03 0.02 -0.03
H 6.422 -1.436 0.862 0.08 0.02 0.01
H 6.042 0.216 0.343 0.14 0.00 -0.01
H 5.029 -0.279 2.562 -0.08 -0.10 -0.03
H 4.169 -1.676 1.865 0.09 0.13 0.07
H 3.640 1.111 1.081 -0.16 -0.06 0.01
H 2.723 1.703 -0.850 0.12 -0.01 -0.02
H 1.062 3.316 -1.689 0.02 0.05 -0.04
H -1.292 3.143 -1.005 -0.06 0.06 -0.03
H -3.008 1.616 -1.244 0.11 -0.02 0.12
H -4.870 1.300 1.016 -0.06 0.09 -0.13
H -5.275 2.170 -0.486 0.02 -0.07 0.12
H -5.032 0.006 -1.760 -0.05 0.01 -0.06
H -6.317 -0.046 -0.553 -0.06 0.02 -0.04
H -3.500 -1.187 -0.191 -0.09 -0.01 0.06
H -4.786 -1.212 1.035 0.05 0.00 -0.06
H -3.527 -3.608 -0.255 -0.03 -0.03 0.01
H -4.831 -3.631 0.958 0.01 -0.03 -0.03
H -5.094 -4.368 -0.646 0.06 -0.06 0.06
H -0.340 -0.274 1.382 -0.03 -0.08 0.06
```
Positions in Å, forces in eV/Å.

# 2
The following is a quantum chemistry calculation of a single C16H24N2O5S molecule, from the Open Molecules 2025 dataset.

As for the structure (SMILES): CCN(CC)S(=O)(=O)c1cccc(C(=O)N[C@H](C(=O)O)C(C)C)c1. The total energy is -1508.02525 hartree. The calculation puts the energy above the lowest of the compared OMol25 structures with the same formula, charge and spin at 0.00 kcal/mol. The calculation puts the HOMO energy at -9.25 eV. As for the spin multiplicity: 1. The orbital gap comes out at 9.63 eV.

Geometry as XYZ:
```
48
Properties=species:S:1:pos:R:3:forces:R:3
C 5.773 1.655 0.336 -0.12 -0.17 -0.18
C 5.076 0.550 -0.453 0.53 -0.08 0.32
N 3.635 0.609 -0.360 -0.37 -0.31 1.02
C 2.916 1.602 -1.127 -0.53 0.10 -0.44
C 2.388 1.020 -2.436 0.12 0.16 0.20
S 2.917 0.092 1.044 -0.18 -0.06 -0.46
O 2.174 1.152 1.668 -0.08 -0.09 -0.26
O 3.896 -0.612 1.818 0.16 -0.16 -0.25
C 1.738 -1.092 0.392 0.27 0.39 0.35
C 2.170 -2.367 0.080 0.06 -0.08 0.00
C 1.275 -3.265 -0.479 0.07 0.10 0.05
C -0.033 -2.878 -0.711 -0.18 0.15 0.00
C -0.471 -1.598 -0.376 0.36 -0.16 -0.13
C -1.895 -1.252 -0.674 0.02 -0.03 0.11
O -2.532 -1.830 -1.534 -0.03 -0.16 -0.13
N -2.432 -0.291 0.113 -0.17 0.40 0.22
C -3.738 0.258 -0.147 -0.31 -0.05 -0.10
C -3.603 1.742 -0.437 0.41 -0.02 -0.04
O -2.585 2.370 -0.314 0.11 0.10 0.06
O -4.751 2.286 -0.843 -0.63 0.05 -0.15
C -4.728 0.018 1.016 0.11 -0.10 0.01
C -4.978 -1.477 1.182 -0.04 0.24 -0.11
C -4.209 0.628 2.316 -0.19 0.00 -0.25
C 0.435 -0.695 0.174 -0.17 -0.03 0.02
H 5.498 1.572 1.384 0.06 0.04 0.11
H 5.481 2.638 -0.026 0.02 0.12 -0.01
H 6.852 1.556 0.242 0.13 0.05 0.02
H 5.350 0.591 -1.511 -0.09 -0.08 0.05
H 5.371 -0.420 -0.049 0.19 0.05 -0.21
H 3.566 2.457 -1.336 -0.03 -0.03 0.16
H 2.088 1.953 -0.507 0.07 0.21 -0.18
H 1.727 0.180 -2.241 -0.06 -0.07 -0.01
H 3.211 0.674 -3.057 0.06 -0.05 -0.11
H 1.836 1.781 -2.982 -0.07 0.06 -0.13
H 3.194 -2.633 0.286 0.13 -0.13 -0.01
H 1.597 -4.263 -0.734 0.03 -0.08 0.00
H -0.744 -3.558 -1.156 -0.05 -0.04 -0.04
H -1.843 0.240 0.734 0.04 -0.11 -0.09
H -4.122 -0.240 -1.046 0.06 0.13 0.14
H -4.638 3.233 -1.020 0.25 -0.18 0.11
H -5.665 0.510 0.738 0.08 -0.03 0.00
H -5.368 -1.907 0.263 -0.05 -0.11 -0.09
H -5.695 -1.651 1.980 -0.06 -0.06 0.09
H -4.052 -1.991 1.431 0.09 -0.09 0.04
H -3.316 0.109 2.655 0.11 -0.05 0.08
H -4.965 0.541 3.094 -0.02 0.00 0.10
H -3.971 1.682 2.189 0.05 0.16 0.09
H 0.170 0.321 0.424 -0.13 0.12 0.02
```
Positions in Å, forces in eV/Å.

# 3
The following is a quantum chemistry calculation of a single C16H24N4O5S2 molecule, from the Open Molecules 2025 dataset.

As for the structure (SMILES): CSCC[C@@H](NC(N)=O)C(=O)Nc1cccc(S(=O)(=O)N2CCOCC2)c1. The total energy is -2015.73767 hartree. The calculation puts the energy above the lowest of the compared OMol25 structures with the same formula, charge and spin at 4.71 kcal/mol. The calculation puts the HOMO energy at -8.75 eV. As for the spin multiplicity: 1. The orbital gap comes out at 9.14 eV.

Geometry as XYZ:
```
51
Properties=species:S:1:pos:R:3:forces:R:3
C -6.560 -2.425 0.167 0.55 0.08 -0.12
S -4.923 -2.500 -0.617 -0.07 -0.19 0.13
C -3.858 -2.308 0.850 -0.36 0.06 -0.31
C -3.816 -0.882 1.383 0.16 0.05 -0.20
C -3.258 0.081 0.340 -0.07 -0.13 0.06
N -3.508 1.456 0.739 0.04 -0.15 0.23
C -3.470 2.475 -0.164 -0.07 0.12 0.38
N -3.644 3.719 0.367 0.00 0.31 0.06
O -3.283 2.300 -1.356 -0.08 0.00 -0.51
C -1.744 -0.149 0.141 -0.53 0.24 -0.12
O -1.050 -0.692 0.973 0.22 -0.22 0.20
N -1.318 0.363 -1.040 -0.18 0.09 -0.36
C -0.020 0.370 -1.543 0.53 0.01 -0.07
C 0.278 1.261 -2.576 -0.05 -0.12 0.16
C 1.547 1.308 -3.122 0.09 -0.12 0.06
C 2.542 0.470 -2.644 0.12 0.05 -0.15
C 2.234 -0.417 -1.631 0.29 -0.24 0.13
S 3.539 -1.464 -1.003 0.13 0.41 0.16
O 4.482 -1.727 -2.050 0.06 0.25 -0.08
O 2.980 -2.579 -0.294 -0.25 0.21 0.10
N 4.278 -0.382 0.065 -0.42 -0.48 -0.76
C 3.563 -0.235 1.315 -0.16 0.19 0.54
C 4.200 0.917 2.097 -0.34 -0.06 -0.17
O 5.575 0.702 2.310 0.10 -0.06 0.19
C 6.260 0.536 1.089 -0.02 -0.19 -0.27
C 5.688 -0.639 0.295 0.54 -0.02 0.00
C 0.974 -0.488 -1.073 -0.15 -0.18 0.14
H -6.737 -1.433 0.572 -0.15 0.03 0.06
H -6.621 -3.178 0.948 -0.11 -0.04 0.06
H -7.285 -2.638 -0.611 -0.11 -0.01 -0.02
H -4.219 -2.999 1.611 0.13 -0.03 0.03
H -2.865 -2.620 0.529 0.04 -0.09 0.08
H -4.816 -0.557 1.677 0.02 0.04 -0.02
H -3.167 -0.867 2.262 -0.04 0.06 0.04
H -3.766 -0.074 -0.620 0.08 0.02 0.21
H -3.408 1.664 1.720 0.01 0.06 -0.04
H -4.022 3.842 1.290 -0.05 -0.02 -0.05
H -3.780 4.469 -0.289 0.04 -0.07 0.01
H -1.991 0.953 -1.537 0.06 -0.20 0.23
H -0.501 1.913 -2.944 -0.08 0.09 -0.04
H 1.761 2.001 -3.921 0.02 0.05 -0.07
H 3.541 0.473 -3.047 0.11 0.09 -0.12
H 2.519 -0.012 1.092 -0.05 0.05 0.19
H 3.612 -1.163 1.902 -0.05 0.09 -0.01
H 3.749 1.006 3.087 -0.06 0.01 -0.12
H 4.052 1.853 1.537 -0.02 -0.05 0.07
H 7.304 0.356 1.348 -0.05 0.01 -0.11
H 6.178 1.453 0.488 0.05 -0.06 0.02
H 6.168 -0.737 -0.677 0.17 0.02 0.12
H 5.827 -1.569 0.865 0.07 0.06 -0.03
H 0.775 -1.210 -0.299 -0.08 0.00 0.06
```
Positions in Å, forces in eV/Å.

# 4
The following is a quantum chemistry calculation of 2 unconnected molecules or ions with the total composition C16H24NS2, from the Open Molecules 2025 dataset.

The total energy is -1474.93475 hartree. The calculation puts the energy above the lowest of the compared OMol25 structures with the same formula, charge and spin at 0.00 kcal/mol. As for the net charge: +1. The calculation puts the HOMO energy at -10.71 eV. As for the spin multiplicity: 1. The orbital gap comes out at 5.23 eV.

Geometry as XYZ:
```
43
Properties=species:S:1:pos:R:3:forces:R:3
C 2.231 -0.007 1.518 -1.61 -0.19 -0.36
N 0.776 -0.033 1.248 -0.04 0.27 -0.32
C 0.076 -1.259 1.711 0.64 0.65 -0.39
C -1.385 -1.277 1.252 -0.02 0.19 -0.05
C -2.116 -0.014 1.733 -0.05 0.01 -0.07
C -1.370 1.243 1.259 -0.03 -0.15 -0.04
C 0.091 1.203 1.716 0.46 -0.70 -0.46
H 2.676 0.887 1.083 -0.07 0.07 -0.03
H 2.408 -0.008 2.592 0.31 0.00 0.68
H 2.709 -0.879 1.077 -0.03 -0.10 -0.02
H 0.622 -2.132 1.335 -0.09 0.15 -0.08
H 0.141 -1.303 2.802 -0.18 -0.09 0.46
H -1.416 -1.318 0.156 0.11 0.08 0.12
H -1.896 -2.188 1.593 0.22 0.21 0.12
H -3.162 -0.006 1.392 0.32 -0.01 -0.04
H -2.167 -0.016 2.829 0.09 0.00 -0.02
H -1.401 1.291 0.163 0.10 -0.08 0.13
H -1.868 2.159 1.607 0.20 -0.23 0.11
H 0.158 1.242 2.808 -0.17 0.09 0.46
H 0.647 2.071 1.343 -0.10 -0.17 -0.08
C -0.474 0.252 7.634 0.11 -0.04 -0.03
C 0.105 -0.942 7.233 -0.13 -0.12 0.07
C 1.329 -0.944 6.613 0.43 0.41 -0.21
C 2.020 0.266 6.342 -1.75 -0.14 1.27
C 3.277 0.255 5.713 1.80 -0.17 -1.22
S 3.959 1.810 5.257 -0.91 -0.93 0.33
C 5.118 1.343 3.990 0.54 -0.36 -0.59
C 6.033 0.233 4.484 0.53 0.00 0.41
C 5.360 -1.128 4.365 0.70 0.39 -0.78
S 4.004 -1.333 5.501 -0.81 1.19 0.34
C 1.390 1.470 6.749 0.50 -0.42 -0.17
C 0.178 1.452 7.393 -0.10 0.21 0.11
H -1.427 0.244 8.141 -0.09 0.02 0.01
H -0.409 -1.872 7.409 -0.03 -0.14 0.03
H 1.774 -1.874 6.308 -0.12 -0.24 -0.04
H 4.538 1.015 3.125 0.04 0.08 -0.01
H 5.675 2.231 3.672 -0.21 -0.02 0.40
H 7.007 0.253 3.971 -0.47 -0.16 -0.09
H 6.254 0.421 5.544 0.16 -0.06 -0.21
H 4.962 -1.280 3.358 0.06 0.01 0.07
H 6.072 -1.940 4.540 -0.24 0.07 0.29
H 1.895 2.402 6.576 -0.04 0.32 -0.02
H -0.268 2.376 7.725 -0.02 0.13 -0.03
```
Positions in Å, forces in eV/Å.

# 5
The following is a quantum chemistry calculation of a molecular structure, C16H25Cl3N5O3S3SbSn, from the Open Molecules 2025 dataset.

The expectation value of S² is 0.76. The total energy is -4153.60206 hartree. The calculation puts the energy above the lowest of the compared OMol25 structures with the same formula, charge and spin at 0.00 kcal/mol. As for the net charge: +1. The calculation puts the HOMO energy (spin up / spin down) at -10.22 / -10.14 eV. As for the spin multiplicity: 2. The orbital gap (spin up / spin down) comes out at 7.40 / 5.89 eV.

Geometry as XYZ:
```
57
Properties=species:S:1:pos:R:3:forces:R:3
Sn 0.975 0.414 -1.469 -0.06 -0.04 -0.08
S 2.427 -2.194 -4.368 0.22 -0.22 0.12
Sb 3.567 -2.139 -2.115 -0.30 -0.23 0.12
S 1.395 -0.549 -4.522 -0.05 0.18 -0.06
S 3.713 0.068 -1.596 0.03 0.24 -0.15
O 1.620 -1.987 -1.222 0.89 0.12 -0.12
N 0.795 -3.020 -1.326 -0.35 0.00 -0.04
N -0.386 -2.595 -1.329 -0.71 -0.02 0.02
O -0.692 -1.348 -1.244 -0.14 -0.61 0.00
C -1.473 -3.584 -1.412 0.30 0.22 -0.04
C -2.749 -3.149 -1.114 -0.11 0.11 0.06
C -3.796 -4.057 -1.178 -0.05 -0.05 -0.01
C -3.558 -5.375 -1.545 -0.01 0.03 0.00
C -2.266 -5.788 -1.851 -0.02 -0.03 -0.02
C -1.211 -4.893 -1.786 0.18 0.00 0.00
H -2.911 -2.117 -0.839 -0.01 0.01 0.00
H -4.803 -3.732 -0.941 0.11 -0.02 -0.03
H -4.380 -6.081 -1.600 0.09 0.07 0.01
H -2.078 -6.813 -2.151 -0.01 0.11 0.04
H -0.203 -5.204 -2.023 -0.04 0.01 0.00
C 3.077 3.629 -2.351 -0.01 -0.04 0.04
C 1.781 4.174 -1.804 -0.08 -0.24 0.09
O 1.092 3.096 -1.120 0.16 0.35 0.13
H 3.608 4.408 -2.900 -0.01 -0.05 0.03
H 2.891 2.794 -3.031 0.01 0.05 0.00
H 3.718 3.271 -1.541 -0.02 0.04 -0.06
H 1.150 4.551 -2.610 -0.07 0.01 -0.04
H 1.966 4.988 -1.103 0.01 0.03 0.06
H 0.340 3.448 -0.627 0.08 -0.04 -0.14
C -1.606 1.842 2.830 0.06 -0.02 0.03
C -0.843 0.575 3.212 0.11 0.14 -0.13
N 0.613 0.722 3.093 -0.08 0.11 0.00
C 1.335 1.039 4.335 -0.08 -0.11 -0.02
C 1.701 -0.203 5.132 -0.01 -0.10 0.02
C 1.231 0.629 1.908 0.17 0.04 -0.09
C 2.725 0.823 1.861 -0.20 0.02 -0.06
N 0.609 0.389 0.781 0.11 -0.01 0.05
H -2.682 1.689 2.947 0.13 0.00 0.00
H -1.413 2.125 1.793 -0.02 0.00 0.03
H -1.308 2.672 3.474 -0.03 -0.03 -0.05
H -1.168 -0.278 2.617 -0.02 -0.07 -0.03
H -1.047 0.322 4.248 -0.02 -0.08 0.11
H 0.687 1.685 4.926 -0.04 0.06 -0.01
H 2.222 1.621 4.102 0.00 0.05 -0.02
H 0.808 -0.781 5.389 0.11 0.05 -0.03
H 2.199 0.080 6.062 -0.04 -0.03 -0.08
H 2.374 -0.851 4.563 -0.08 0.06 0.07
H 3.235 0.296 2.665 -0.03 0.00 -0.01
H 2.963 1.886 1.940 -0.01 -0.02 0.03
H 3.102 0.463 0.909 0.01 -0.01 0.03
H -0.397 0.292 0.854 -0.03 0.00 0.13
Cl -2.803 3.576 -4.035 0.11 0.16 -0.10
C -3.412 2.195 -3.133 0.29 -0.09 0.31
Cl -3.395 0.746 -4.134 0.03 -0.14 -0.07
Cl -5.029 2.517 -2.535 -0.24 0.03 0.12
C -2.517 1.964 -1.978 0.02 -0.09 -0.06
N -1.795 1.751 -1.109 -0.26 0.13 -0.09
```
Positions in Å, forces in eV/Å.

# 6
The following is a quantum chemistry calculation of 3 unconnected molecules or ions with the total composition C16H25F9O4S, from the Open Molecules 2025 dataset.

As for the structure (SMILES): O=C1C[C@H](CCC(F)(F)C(F)(F)S(F)(F)(F)(F)F)CO1.C1CCOC1.C1CCOC1. The total energy is -2222.52880 hartree. The calculation puts the HOMO energy at -9.46 eV. As for the spin multiplicity: 1. The orbital gap comes out at 9.92 eV.

Geometry as XYZ:
```
55
Properties=species:S:1:pos:R:3:forces:R:3
O 1.447 3.171 0.409 0.19 0.79 0.27
C 1.175 2.095 -0.013 -0.25 -0.65 -0.21
C 0.078 1.703 -0.976 0.01 -0.17 -0.32
C -0.099 0.193 -0.762 0.06 0.23 0.04
C -1.210 -0.202 0.227 0.00 -0.02 -0.25
C -1.307 0.657 1.505 -0.03 0.12 -0.15
C -1.546 -0.106 2.789 0.11 -0.14 0.00
F -2.533 -1.015 2.616 -0.04 -0.05 0.11
F -1.998 0.769 3.725 0.11 -0.06 0.07
C -0.232 -0.773 3.436 -0.27 -0.06 -0.25
F -0.157 -0.446 4.717 -0.12 0.16 0.24
F 0.830 -0.264 2.813 0.20 0.17 -0.03
S -0.033 -2.683 3.396 -0.20 -0.01 -0.18
F 1.349 -2.598 2.613 -0.09 -0.09 0.02
F 0.760 -2.667 4.763 0.05 -0.03 0.02
F -1.409 -2.812 4.184 0.13 -0.03 -0.14
F -0.792 -2.762 1.987 0.12 -0.17 0.33
F 0.080 -4.260 3.382 -0.07 0.19 -0.05
C 1.321 -0.183 -0.294 -0.20 -0.26 0.04
O 1.868 0.989 0.332 0.03 -0.05 0.08
H -0.815 2.321 -0.872 0.11 -0.06 0.08
H 0.504 1.878 -1.974 -0.17 0.06 0.08
H -0.329 -0.287 -1.717 0.09 -0.09 0.14
H -1.072 -1.258 0.474 -0.05 0.24 -0.07
H -2.163 -0.140 -0.308 0.10 -0.05 0.16
H -0.436 1.294 1.653 -0.06 -0.03 0.06
H -2.175 1.324 1.442 0.15 -0.08 -0.02
H 1.981 -0.474 -1.115 -0.03 0.08 0.09
H 1.309 -0.974 0.461 0.08 0.08 -0.16
C 6.848 -0.041 -1.273 0.01 0.00 0.01
C 6.485 0.915 -0.138 0.00 -0.01 -0.01
C 5.036 1.249 -0.467 0.00 0.02 0.04
O 4.498 0.083 -1.102 -0.07 -0.05 -0.04
C 5.551 -0.822 -1.436 0.01 0.03 -0.01
H 7.698 -0.684 -1.050 0.00 0.00 0.01
H 7.071 0.519 -2.184 -0.01 0.00 0.00
H 6.547 0.401 0.823 0.00 0.00 0.00
H 7.117 1.801 -0.093 0.01 0.00 -0.01
H 4.971 2.093 -1.162 0.02 0.01 0.00
H 4.432 1.478 0.410 -0.02 -0.01 -0.02
H 5.518 -1.680 -0.755 0.01 0.00 0.00
H 5.391 -1.183 -2.453 0.00 -0.01 0.00
C -5.843 0.806 -3.024 0.00 0.00 0.00
C -6.520 0.102 -1.850 0.00 0.00 0.00
C -5.411 -0.822 -1.367 -0.02 0.00 0.02
O -4.183 -0.142 -1.640 0.07 0.02 0.01
C -4.424 0.976 -2.498 -0.01 -0.01 -0.02
H -6.306 1.755 -3.291 0.00 0.00 0.01
H -5.846 0.162 -3.905 0.00 0.00 0.00
H -6.779 0.825 -1.073 0.00 0.00 0.00
H -7.423 -0.439 -2.127 0.00 0.00 -0.01
H -5.421 -1.773 -1.909 0.00 0.00 -0.01
H -5.460 -1.033 -0.298 0.01 -0.01 0.00
H -4.326 1.902 -1.920 -0.01 0.00 0.00
H -3.670 0.980 -3.287 0.00 0.00 0.01
```
Positions in Å, forces in eV/Å.